{"formula": "C4H9O3V", "method": "ωB97M-V/def2-TZVPD", "elements": ["O", "C", "C", "C", "C", "O", "H", "H", "H", "H", "H", "H", "H", "H", "V", "O", "H"], "coordinates": [[-1.5554, 0.1103, 0.2582], [-0.3861, 0.2851, -0.4742], [0.8527, 0.1588, 0.4073], [2.1472, 0.4850, -0.3425], [2.4603, -0.4879, -1.4411], [2.8491, -0.1823, -2.5465], [-3.0586, -1.1068, 2.0198], [-0.3635, 1.2727, -0.9757], [-0.3234, -0.4698, -1.2847], [0.9001, -0.8607, 0.8223], [0.7617, 0.8449, 1.2623], [2.1370, 1.5042, -0.7543], [2.3560, -1.5639, -1.1650], [2.9937, 0.4193, 0.3632], [-3.1758, 0.5993, 0.2502], [-3.8627, -0.5374, 1.5968], [-4.7324, -0.4707, 2.0040]], "total_charge": 1, "s_squared": 3.76, "total_energy_ha": -1327.19940, "gap_ev": [7.3, 7.2], "spin_multiplicity": 4, "max_force_ev_per_a": 3.81, "lumo_ev": [-4.92, -5.01], "e_homo_ev": [-12.2618, -12.2628]}



{"formula": "C4H9O5Si", "method": "ωB97M-V/def2-TZVPD", "elements": ["C", "C", "C", "C", "O", "O", "O", "O", "O", "Si", "H", "H", "H", "H", "H", "H", "H", "H", "H"], "coordinates": [[-2.9133, -0.1859, 0.0309], [0.1118, 2.9306, -0.5662], [2.4913, -1.4225, 0.1858], [-0.9317, -1.5344, 0.2629], [-3.3860, 0.8105, 0.5259], [-3.3400, -1.1468, -0.5479], [1.1891, 2.0982, -0.2136], [2.0919, -0.0999, -0.0626], [-1.4408, -0.1981, 0.1940], [1.1473, 0.9259, 0.9015], [-0.0626, 3.6985, 0.0462], [-0.8490, 2.3437, -0.7051], [0.4147, 3.2882, -1.5418], [3.0238, -1.8450, -0.6291], [1.7380, -2.0829, 0.3480], [3.0782, -1.6124, 1.0176], [-1.6825, -2.3913, 0.0791], [-0.5173, -1.7731, 1.2267], [-0.1629, -1.8032, -0.5522]], "total_charge": -1, "total_energy_ha": -823.56736, "gap_ev": 8.0, "max_force_ev_per_a": 4.94, "de_lowest_ev": 0.942, "lumo_ev": 3.34, "e_homo_ev": -4.6812}



{"formula": "C4H9OS", "method": "ωB97M-V/def2-TZVPD", "elements": ["C", "S", "H", "H", "H", "O", "C", "C", "C", "H", "H", "H", "H", "H", "H"], "coordinates": [[2.9068, 0.7145, 0.7038], [1.4248, 0.1236, -0.2271], [2.6043, 0.9289, 1.7148], [3.6765, -0.1145, 0.7179], [3.4228, 1.6103, 0.2576], [-1.8612, -1.1999, 1.0800], [-1.2555, -1.2395, -0.0039], [-1.4791, -0.1448, -1.0421], [-1.6913, 1.2006, -0.3086], [-0.4036, -2.0056, -0.1820], [-2.3133, -0.5328, -1.6084], [-0.6023, -0.0276, -1.6952], [-2.6024, 1.2077, 0.2956], [-1.7516, 2.0890, -0.9457], [-0.8229, 1.2821, 0.3429]], "total_charge": 0, "s_squared": 0.75, "total_energy_ha": -631.14647, "gap_ev": [10.3, 7.0], "spin_multiplicity": 2, "max_force_ev_per_a": 3.07, "de_lowest_ev": 0.486, "lumo_ev": [0.74, -2.21], "e_homo_ev": [-9.5295, -9.2017]}



{"formula": "C4H9P", "method": "ωB97M-V/def2-TZVPD", "elements": ["C", "C", "C", "C", "P", "H", "H", "H", "H", "H", "H", "H", "H", "H"], "coordinates": [[-0.3784, 0.9386, -0.2406], [0.3759, 0.0167, 0.2927], [-1.2198, 1.8945, 0.4969], [1.2936, -0.9711, -0.5545], [0.7298, -2.7275, -0.3710], [-0.3543, 1.1498, -1.3823], [0.2429, -0.3356, 1.3835], [-2.0292, 2.0810, -0.0243], [-0.6565, 2.8418, 0.6097], [-1.5218, 1.4098, 1.4758], [2.3354, -0.8005, -0.3817], [1.2144, -0.8395, -1.6775], [-0.5753, -2.2957, -0.5897], [0.5432, -2.3622, 0.9628]], "total_charge": 0, "total_energy_ha": -499.07796, "gap_ev": 10.3, "max_force_ev_per_a": 5.06, "smiles": "C/C=C/CP", "de_lowest_ev": 0.697, "lumo_ev": 1.21, "e_homo_ev": -9.1099}



{"formula": "C4H9S", "method": "ωB97M-V/def2-TZVPD", "elements": ["C", "S", "H", "H", "H", "C", "C", "C", "H", "H", "H", "H", "H", "H"], "coordinates": [[-0.8876, 1.7472, -0.2769], [-1.9627, 0.8026, 0.9603], [-0.4469, 0.8114, -0.8822], [-0.0097, 2.1826, 0.2497], [-1.4233, 2.6422, -0.5216], [0.7840, -1.5740, -1.4591], [1.9929, -1.5316, -0.4317], [2.1268, -0.5925, 0.4614], [0.0470, -1.0644, -0.9134], [0.8019, -2.4228, -2.2623], [1.0169, -0.7226, -2.1233], [2.6246, -2.3544, -0.5594], [3.1374, -0.5543, 0.7955], [1.5588, 0.3465, 1.0892]], "total_charge": -1, "total_energy_ha": -555.88149, "gap_ev": 5.8, "max_force_ev_per_a": 4.92, "de_lowest_ev": 3.344, "lumo_ev": 3.75, "e_homo_ev": -2.0860}



{"formula": "C4HBrO2", "method": "ωB97M-V/def2-TZVPD", "elements": ["C", "C", "C", "C", "O", "O", "Br", "H"], "coordinates": [[0.8668, 0.1051, -0.3537], [-1.0792, -0.4445, 0.8902], [0.6211, 1.3047, 0.1617], [-0.0821, -0.9904, -0.0362], [0.4510, 2.3865, 0.5216], [0.2356, -2.1144, -0.3707], [-2.7529, -0.1828, -0.0075], [1.7397, -0.0641, -0.8054]], "total_charge": 0, "total_energy_ha": -2877.35014, "gap_ev": 7.7, "max_force_ev_per_a": 4.74, "de_lowest_ev": 2.335, "lumo_ev": -2.10, "e_homo_ev": -9.7948}



{"formula": "C4HCl3F2", "method": "ωB97M-V/def2-TZVPD", "elements": ["C", "C", "C", "C", "F", "F", "Cl", "Cl", "Cl", "H"], "coordinates": [[0.4192, 0.4186, 0.9317], [0.5802, -0.8688, 0.5827], [-0.3447, 0.8754, -0.2866], [-0.2129, -0.5707, -0.8401], [0.5547, -0.6944, -1.9340], [-1.3311, -1.2634, -1.0542], [0.8760, 1.3076, 2.2865], [1.3320, -2.2304, 1.1776], [-2.0130, 1.3886, 0.0367], [0.1394, 1.6375, -0.9002]], "total_charge": 0, "s_squared": 2.01, "total_energy_ha": -1733.13891, "gap_ev": [6.7, 7.7], "spin_multiplicity": 3, "max_force_ev_per_a": 9.27, "lumo_ev": [0.60, -3.23], "e_homo_ev": [-6.1053, -10.9750]}



{"formula": "C4HClN2", "method": "ωB97M-V/def2-TZVPD", "elements": ["C", "C", "C", "C", "N", "N", "Cl", "H"], "coordinates": [[0.3145, 2.8978, -1.8996], [-0.0811, 0.0829, -0.0377], [0.2524, 1.8127, -1.0711], [-1.0950, 0.5508, -0.7843], [0.2446, 3.7590, -2.6641], [0.9205, 1.0745, -0.2789], [-2.6390, 0.1512, -1.2110], [0.0423, -0.8006, 0.5645]], "total_charge": 0, "total_energy_ha": -722.55769, "gap_ev": 8.1, "max_force_ev_per_a": 4.75, "de_lowest_ev": 2.636, "lumo_ev": -1.31, "e_homo_ev": -9.4177}



{"formula": "C4HClN2O", "method": "ωB97M-V/def2-TZVPD", "elements": ["C", "C", "C", "C", "H", "N", "N", "O", "Cl"], "coordinates": [[0.4477, 0.0638, 0.1665], [-0.0779, -0.7296, -1.0043], [-0.3798, -0.4163, 1.2892], [0.0518, 1.4865, 0.1138], [0.6515, -0.8665, -2.0437], [-1.1229, -0.5212, 2.1887], [-0.4428, 2.5531, -0.1897], [-1.2618, -1.2847, -0.9171], [2.1342, -0.2851, 0.3967]], "total_charge": 0, "total_energy_ha": -797.84846, "gap_ev": 10.4, "max_force_ev_per_a": 7.66, "smiles": "N#CC(Cl)(C#N)C=O", "de_lowest_ev": 1.528, "lumo_ev": -1.32, "e_homo_ev": -11.7038}



{"formula": "C4HCuO2", "method": "ωB97M-V/def2-TZVPD", "elements": ["O", "C", "C", "H", "C", "C", "O", "Cu"], "coordinates": [[1.4443, -0.1034, -2.0308], [0.7393, -0.4727, -0.9970], [0.3323, -1.3075, -0.1200], [0.9215, -0.1316, -2.8435], [-1.5350, 0.1050, 0.9680], [-0.2515, -0.1674, 0.5440], [-0.4604, 0.0541, 2.1769], [-1.1905, 2.0237, 2.3026]], "total_charge": 0, "total_energy_ha": -1943.57936, "gap_ev": 5.6, "max_force_ev_per_a": 5.17, "de_lowest_ev": 2.342, "lumo_ev": -1.58, "e_homo_ev": -7.1738}



{"formula": "C4HLaO2", "method": "ωB97M-V/def2-TZVPD", "elements": ["O", "C", "C", "H", "C", "C", "O", "La"], "coordinates": [[-2.4235, 0.1677, 0.6327], [-1.3532, 0.1494, -0.0945], [-0.7389, 0.3736, -1.2417], [-3.1708, -0.2749, 0.2040], [1.4780, -0.6217, -0.2044], [0.2650, 0.0697, -0.2810], [2.0179, 0.7190, -0.1705], [3.9253, -0.5827, 1.1554]], "total_charge": 2, "total_energy_ha": -334.07557, "gap_ev": [5.1, 8.6], "max_force_ev_per_a": 5.54, "lumo_ev": [-10.10, -9.09], "e_homo_ev": [-15.1975, -17.6532]}



{"formula": "C4HO5", "method": "ωB97M-V/def2-TZVPD", "elements": ["C", "C", "C", "C", "O", "O", "O", "O", "O", "H"], "coordinates": [[-0.8891, -0.6930, 0.0799], [-0.0610, 0.3591, -0.0187], [1.0580, -1.4111, 0.5952], [-0.3596, 1.9056, -0.5599], [-0.3520, 1.9898, -1.7638], [2.0164, -2.0929, 0.7614], [-0.5077, 2.6561, 0.3970], [-0.2045, -1.8420, 0.4584], [1.1911, -0.0898, 0.1665], [-1.8917, -0.7817, -0.1159]], "total_charge": -1, "total_energy_ha": -529.28932, "gap_ev": 8.4, "max_force_ev_per_a": 3.12, "smiles": "O=C([O-])c1coc(=O)o1", "de_lowest_ev": 0.000, "lumo_ev": 3.66, "e_homo_ev": -4.7068}



{"formula": "C4O3", "method": "ωB97M-V/def2-TZVPD", "elements": ["C", "C", "C", "C", "O", "O", "O"], "coordinates": [[-0.9539, -0.8353, -0.0928], [0.0609, -1.5827, -0.0875], [1.9963, 1.3241, -0.3434], [-1.4693, 0.3447, -0.0220], [1.4102, 1.6813, 0.5738], [-2.0248, 1.3460, -0.1276], [0.9806, -2.2782, 0.0995]], "total_charge": 0, "total_energy_ha": -378.09248, "gap_ev": 10.6, "max_force_ev_per_a": 2.99, "de_lowest_ev": 0.005, "lumo_ev": 0.13, "e_homo_ev": -10.4736}